[1]
Molecular formula: C30H27B3F4N5O8TeTi
Method: DFT, wB97M-V/def2-TZVPD

* charge: -1
* lowest unoccupied orbital energy (spin up / spin down): 0.0608 / 0.0607 Ha
* highest occupied orbital energy (spin up / spin down): -3.85 / -3.85 eV
* HOMO-LUMO gap (spin up / spin down): 0.202 / 0.202 hartree

Last column: Mulliken charge in e.
Geometry (Å):
Ti  0.4057  -0.3856  0.0873  -1.070
C  -3.3086  -1.4659  2.0878  -1.802
C  -2.0591  -0.7990  1.6136  0.532
N  -0.9568  -1.4202  1.3158  0.731
O  -0.9344  -2.7719  1.3442  -0.642
B  0.4005  -3.3586  1.7865  0.899
F  0.2639  -4.7245  1.6624  -0.365
F  0.6355  -2.9486  3.1087  -0.435
O  1.5290  -2.9407  0.9153  -0.724
N  1.7200  -1.5818  0.9594  1.140
C  2.7582  -1.0941  1.6328  0.522
C  3.7256  -1.9764  2.3495  -1.792
C  2.8078  0.3010  1.5682  0.207
N  1.7811  0.7990  0.8737  1.130
O  1.7920  2.1394  0.5825  -0.507
B  0.6292  2.8755  1.1485  0.685
F  0.6303  2.7607  2.5458  -0.421
F  0.7403  4.1853  0.7136  -0.360
O  -0.7085  2.3742  0.6316  -0.659
N  -0.8879  1.0527  0.8790  1.459
C  -1.9989  0.6419  1.4115  0.582
C  -3.1445  1.5304  1.7625  -1.822
C  3.8607  1.1644  2.1885  -2.093
H  -3.1092  -2.5176  2.2712  0.386
H  -4.0871  -1.3794  1.3261  0.306
H  -3.6810  -0.9968  2.9998  0.407
H  3.1846  -2.7179  2.9361  0.312
H  4.3623  -1.3894  3.0092  0.453
H  4.3627  -2.5130  1.6410  0.234
H  -2.8104  2.5646  1.7616  0.378
H  -3.5598  1.2718  2.7369  0.478
H  -3.9323  1.4205  1.0131  0.271
H  4.8277  1.0385  1.6891  0.249
H  3.9956  0.9202  3.2437  0.486
H  3.5644  2.2068  2.1092  0.397
O  -1.3530  -2.2372  -2.9631  -0.792
C  -0.6635  -1.5950  -2.2001  0.036
O  -1.0328  -0.7026  -1.3425  -0.457
C  0.8344  -1.8241  -2.2305  1.003
C  1.3713  -2.9721  -2.8397  -0.973
C  2.7230  -3.0965  -2.9018  -1.016
C  3.5541  -2.0494  -2.4229  0.824
C  4.9581  -2.0929  -2.5212  -0.764
C  5.7170  -1.0376  -2.0850  -1.036
C  5.1017  0.1019  -1.5496  -1.416
C  3.7369  0.1707  -1.4235  0.281
C  2.9414  -0.9116  -1.8443  -0.089
N  1.5756  -0.8520  -1.7154  1.091
H  0.6857  -3.7147  -3.2190  0.583
H  3.1858  -3.9791  -3.3276  0.402
H  5.4229  -2.9722  -2.9527  0.414
H  6.7971  -1.0751  -2.1635  0.410
H  5.7110  0.9418  -1.2377  0.564
H  3.2518  1.0567  -1.0387  0.702
Te  -2.9621  1.2298  -2.6888  0.269
C  -3.6873  3.0186  -3.5840  0.116
C  -3.0967  4.2617  -3.3646  -0.071
C  -3.6227  5.4054  -3.9507  -0.737
C  -4.7576  5.3282  -4.7459  -0.399
C  -5.3599  4.0955  -4.9564  -0.529
C  -4.8235  2.9484  -4.3874  -0.548
H  -2.2286  4.3401  -2.7229  0.434
H  -3.1464  6.3627  -3.7737  0.376
H  -5.1703  6.2228  -5.1972  0.353
H  -6.2459  4.0217  -5.5769  0.345
H  -5.2881  1.9868  -4.5807  0.321
O  -0.2727  2.8465  -2.2365  -0.871
B  -0.8868  1.8142  -2.9030  0.927
O  -0.0063  1.1942  -3.7791  -0.667
C  1.1831  1.8709  -3.6415  0.609
C  2.3819  1.6692  -4.2931  -0.814
C  3.4217  2.5274  -3.9514  -0.625
C  3.2608  3.5244  -2.9931  -0.589
C  2.0511  3.7186  -2.3335  -0.851
C  1.0216  2.8771  -2.6965  0.864
H  2.5011  0.8783  -5.0227  0.482
H  4.3850  2.4042  -4.4313  0.414
H  4.1042  4.1572  -2.7430  0.399
H  1.9120  4.4618  -1.5594  0.473

***

[2]
Molecular formula: C30H27BCl5F9IrNO4S3Si
Method: DFT, wB97M-V/def2-TZVPD

* charge: -2
* lowest unoccupied orbital energy: 0.1400 Ha
* highest occupied orbital energy: -1.96 eV
* HOMO-LUMO gap: 0.212 hartree

Last column: Mulliken charge in e.
Geometry (Å):
Ir  -1.4176  0.5076  0.2386  1.266
C  -4.6875  -5.4693  2.3889  -1.095
Si  -3.1122  -5.0951  1.4278  0.209
C  -1.6605  -5.2913  2.5762  -0.981
C  -3.0003  -6.4869  0.1585  -1.119
C  -3.3498  -3.5056  0.4750  0.565
C  -4.4494  -3.4446  -0.3649  -0.053
C  -4.7003  -2.3297  -1.1639  -1.608
C  -3.8112  -1.2799  -1.0924  -0.156
N  -2.7593  -1.2889  -0.2709  -0.296
C  -2.4974  -2.3607  0.5142  0.418
S  -1.1185  -2.1583  1.4837  -0.517
H  -4.6008  -6.4379  2.8920  0.294
H  -5.5496  -5.5192  1.7176  0.314
H  -4.8971  -4.7091  3.1460  0.333
H  -1.7025  -6.2785  3.0515  0.303
H  -1.6515  -4.5216  3.3489  0.289
H  -0.7204  -5.1997  2.0298  0.298
H  -2.9107  -7.4578  0.6574  0.298
H  -2.1349  -6.3590  -0.4975  0.322
H  -3.8947  -6.5157  -0.4710  0.314
H  -5.1273  -4.2945  -0.4138  0.197
H  -5.5554  -2.2804  -1.8243  0.404
H  -3.9124  -0.3970  -1.7091  0.571
F  0.9400  0.5496  -2.8242  -0.115
C  -0.1769  0.2462  -3.5020  0.360
F  -0.4474  -1.0395  -3.2674  -0.260
F  0.1301  0.3439  -4.8156  -0.309
C  -1.3829  1.1538  -3.0595  0.555
O  -1.8993  0.7815  -1.8892  -1.299
C  -2.4933  1.0123  -4.1589  0.247
F  -2.7345  -0.2841  -4.4311  -0.280
F  -2.2066  1.6046  -5.3331  -0.270
F  -3.6481  1.5378  -3.7329  -0.228
C  -0.8794  2.6448  -3.1009  0.137
F  -0.2005  2.9412  -4.2390  -0.316
F  -1.9135  3.4928  -3.0405  -0.279
F  -0.0623  2.9066  -2.0932  0.060
Cl  -0.1450  0.2027  3.4956  -0.172
C  -1.8450  0.5012  3.3227  0.629
C  -2.3689  0.7655  2.0525  -1.255
C  -3.7328  1.0797  2.0151  0.928
Cl  -4.4894  1.4421  0.4943  -0.192
C  -4.5307  1.1096  3.1570  -0.136
Cl  -6.2132  1.5043  3.0493  -0.239
C  -3.9798  0.7943  4.3918  0.429
Cl  -4.9766  0.7565  5.8110  -0.246
C  -2.6262  0.4907  4.4744  -0.005
Cl  -1.9414  0.0748  6.0107  -0.235
C  1.6792  4.5667  1.3985  -1.136
O  0.5591  3.7410  1.1338  0.005
C  -0.6089  4.3021  0.8031  0.250
S  -0.8200  5.9666  0.7514  -0.431
S  -1.8575  3.1988  0.4680  -0.074
H  2.4763  3.8814  1.6865  0.236
H  1.4690  5.2720  2.2024  0.399
H  1.9637  5.1339  0.5108  0.400
C  6.1849  2.7229  -2.2229  -1.629
C  6.3092  2.0171  -0.8640  2.179
C  6.5193  3.0607  0.2406  -1.649
C  7.5451  1.1181  -0.9090  -2.275
C  5.0238  1.2292  -0.5957  0.060
C  5.0077  -0.1548  -0.4589  0.003
C  3.8231  -0.8744  -0.2342  -1.802
C  2.6575  -0.1585  -0.1449  0.784
O  1.3878  -0.5904  0.0684  -0.165
B  0.5645  0.5677  0.0839  0.279
O  1.3969  1.6941  -0.1188  0.259
C  2.6597  1.2281  -0.2657  -0.433
C  3.8115  1.9365  -0.4948  -0.552
H  7.0719  3.3317  -2.4268  0.425
H  5.3071  3.3697  -2.2534  0.334
H  6.0792  1.9845  -3.0210  0.367
H  7.4384  3.6286  0.0643  0.446
H  6.5991  2.5719  1.2144  0.359
H  5.6887  3.7667  0.2871  0.332
H  8.4351  1.7266  -1.0896  0.443
H  7.4697  0.3834  -1.7131  0.410
H  7.6830  0.5881  0.0360  0.422
H  5.9331  -0.7136  -0.5065  0.439
H  3.8239  -1.9513  -0.1258  0.495
H  3.7638  3.0151  -0.5891  0.741

***

[3]
Molecular formula: C30H27BrCrF4N4OPS2
Method: DFT, wB97M-V/def2-TZVPD

* charge: +2
* lowest unoccupied orbital energy (spin up / spin down): -0.2468 / -0.2419 Ha
* highest occupied orbital energy (spin up / spin down): -13.77 / -13.82 eV
* 2S+1: 4
* HOMO-LUMO gap (spin up / spin down): 0.259 / 0.266 hartree

Last column: Löwdin spin population.
Geometry (Å):
Cr  0.6250  0.7280  -0.4469  3.020
C  1.1918  -0.5561  3.6253  0.005
C  1.2822  -0.2493  2.1723  0.043
N  0.5379  0.6217  1.5706  -0.044
N  -0.3618  1.3239  2.3333  -0.013
C  -1.0169  2.2169  1.6285  -0.004
N  -1.9315  2.9505  2.2710  -0.006
S  -0.7697  2.5639  -0.0673  -0.019
C  2.3003  -0.9036  1.3152  0.006
C  3.2789  -1.7325  1.8346  0.006
C  4.2529  -2.2347  0.9810  0.008
C  4.2358  -1.8630  -0.3490  0.005
C  3.2264  -1.0222  -0.7960  0.009
N  2.2602  -0.5705  0.0043  0.003
H  1.3981  -1.6080  3.8086  0.001
H  0.2049  -0.3007  4.0028  0.000
H  1.9200  0.0360  4.1851  0.003
H  -2.0737  2.8013  3.2566  0.000
H  -2.4637  3.6589  1.7966  -0.001
H  3.2992  -1.9634  2.8862  0.000
H  5.0231  -2.8906  1.3578  0.000
H  4.9869  -2.2036  -1.0426  0.000
H  3.1906  -0.6913  -1.8224  0.000
F  1.2250  -5.7567  -2.2448  0.000
C  0.6033  -4.6564  -1.8685  -0.001
C  -0.3685  -4.7008  -0.8826  0.000
F  -0.6860  -5.8555  -0.3208  0.000
C  -1.0222  -3.5308  -0.4872  -0.003
F  -1.9844  -3.6685  0.4210  -0.001
C  -0.6991  -2.2997  -1.0307  -0.003
P  -1.4164  -0.6738  -0.6183  -0.048
C  -2.4260  -0.8136  0.8601  -0.003
C  -1.8864  -1.3251  2.0411  -0.003
C  -2.6617  -1.4061  3.1795  0.000
C  -3.9797  -0.9620  3.1540  -0.004
C  -4.5175  -0.4421  1.9880  0.000
C  -3.7463  -0.3714  0.8358  -0.004
C  -2.5170  -0.3688  -2.0186  -0.008
C  -2.7852  0.9045  -2.5133  0.000
C  -3.6890  1.0621  -3.5516  0.000
C  -4.3293  -0.0398  -4.1003  -0.001
C  -4.0631  -1.3106  -3.6106  0.000
C  -3.1590  -1.4761  -2.5749  -0.003
C  0.2591  -2.2936  -2.0590  0.001
Br  0.6648  -0.6824  -2.9722  0.009
C  0.9062  -3.4342  -2.4767  0.000
F  1.8176  -3.4065  -3.4393  0.000
H  -0.8639  -1.6803  2.0691  0.000
H  -2.2489  -1.8213  4.0878  0.000
H  -4.5872  -1.0322  4.0428  0.000
H  -5.5429  -0.1043  1.9654  0.000
H  -4.1802  0.0250  -0.0718  0.000
H  -2.3114  1.7748  -2.0866  0.000
H  -3.8951  2.0523  -3.9332  0.000
H  -5.0321  0.0901  -4.9090  0.000
H  -4.5594  -2.1729  -4.0296  0.000
H  -2.9636  -2.4764  -2.2080  0.000
O  1.8323  1.8888  -1.5144  0.031
S  2.9635  2.9114  -1.7131  0.010
C  2.2473  4.5230  -1.3562  0.004
C  2.4024  4.7722  0.1369  0.001
C  3.7961  4.2544  0.4788  0.000
C  3.9157  2.8737  -0.1679  0.001
H  1.2341  4.5111  -1.7548  0.000
H  2.8444  5.2176  -1.9503  0.000
H  1.6385  4.2163  0.6859  0.000
H  2.2823  5.8282  0.3675  0.000
H  3.9677  4.1785  1.5519  0.000
H  4.5631  4.9155  0.0740  0.000
H  3.4316  2.0878  0.4245  0.000
H  4.9294  2.5631  -0.4053  0.000